No. 1
{
  "formula": "C56H76IrN9P",
  "method": "ωB97M-V/def2-TZVPD",
  "homo_energy_ev": -9.173,
  "gap_ev": 6.002,
  "lumo_energy_ev": -3.17,
  "charge": 1,
  "max_force_ev_per_a": 1.53,
  "elements": ["Ir", "P", "N", "N", "N", "N", "N", "N", "N", "N", "N", "C", "C", "C", "C", "C", "C", "C", "C", "C", "C", "C", "C", "C", "C", "C", "C", "C", "C", "C", "C", "C", "C", "C", "C", "C", "C", "C", "C", "C", "C", "C", "C", "C", "C", "C", "C", "C", "C", "C", "C", "C", "C", "C", "C", "C", "C", "C", "C", "C", "C", "C", "C", "C", "C", "C", "C", "H", "H", "H", "H", "H", "H", "H", "H", "H", "H", "H", "H", "H", "H", "H", "H", "H", "H", "H", "H", "H", "H", "H", "H", "H", "H", "H", "H", "H", "H", "H", "H", "H", "H", "H", "H", "H", "H", "H", "H", "H", "H", "H", "H", "H", "H", "H", "H", "H", "H", "H", "H", "H", "H", "H", "H", "H", "H", "H", "H", "H", "H", "H", "H", "H", "H", "H", "H", "H", "H", "H", "H", "H", "H", "H", "H"],
  "coordinates": [[-0.50281, -0.06717, -0.28186], [-2.33654, 0.61638, 1.44002], [1.16872, -0.63554, -1.62847], [3.11411, -0.94721, -2.57400], [-1.40343, 0.88050, -1.83581], [5.33119, -0.17133, -2.08251], [5.75260, 1.11927, -2.15234], [0.47708, -1.04871, 1.21292], [-1.41298, -1.81535, -0.81072], [0.47951, 1.65019, 0.20131], [6.44482, 1.39715, -1.12134], [2.55762, 1.42454, -2.03760], [-3.41910, 1.01698, -4.97980], [1.97868, 3.13087, 1.11372], [5.61083, -2.00128, -0.33795], [-2.19309, 0.30414, -2.78087], [2.76217, -1.28332, 4.16638], [3.06166, 3.66587, 1.99993], [1.79052, -1.50211, 3.04835], [-1.24666, 2.18699, -2.18957], [-3.29172, -0.94924, 1.70474], [-0.59462, -3.23004, 0.99881], [-0.13432, -3.95059, 4.52551], [-1.33175, 0.98429, 2.95000], [2.45054, 5.32524, -1.43320], [1.90952, 0.76817, 1.97700], [1.27010, 3.80427, 0.16851], [1.07644, -2.62499, 2.77832], [-2.57318, 1.29175, -3.77592], [1.33193, -1.98870, -1.86585], [2.53443, -2.19462, -2.44477], [-1.98492, 2.45828, -3.40977], [-4.27009, -1.08459, 2.87563], [-3.68824, 1.86920, 1.25525], [6.21402, -2.18366, 0.88450], [-1.31407, -6.31649, -0.72949], [-4.33846, 2.34320, 2.55810], [0.26057, -2.33135, 1.61709], [6.95319, -1.15856, 1.51280], [-2.21408, -3.96982, -0.78073], [2.51345, 4.16149, 3.34399], [-1.36427, -2.99397, -0.12810], [-5.13741, -3.55333, -2.55836], [1.42119, -0.52487, 2.04503], [-2.44144, -5.36865, -0.29871], [-3.68595, -3.92789, -2.88497], [1.46722, 1.77692, 1.13423], [-0.74179, 3.88985, -5.04853], [-0.97603, 2.47752, 2.99383], [-4.08945, -1.22789, 0.42097], [6.49456, 0.27729, -0.30997], [-2.72745, -3.36451, -1.88258], [2.25841, -0.02747, -2.06454], [4.44671, -0.68779, -3.08917], [4.21001, -1.51386, 3.72187], [-1.84194, 0.50696, 4.30893], [-2.22860, -2.00496, -1.88546], [5.76843, -0.74039, -0.92221], [1.05344, -3.90446, 3.55465], [7.10853, 0.07622, 0.92994], [-2.62788, 0.32094, -6.09571], [-3.27577, 3.05858, 0.38528], [1.44809, 5.22297, -0.27545], [-0.46806, 3.10698, -1.51009], [-2.57633, -1.02533, -2.80194], [-1.97774, 3.76046, -4.14685], [0.34822, 2.85508, -0.41694], [5.04724, -2.79190, -0.81560], [-2.78128, 2.72580, -0.52247], [3.02213, -3.09003, -2.79027], [3.56166, 4.49208, 1.49192], [-0.41541, 0.44325, 2.75154], [-3.59054, -5.01454, -2.90208], [4.83682, -1.62018, -3.49254], [4.34598, -2.54628, 3.39540], [-3.26995, 0.11783, -6.95316], [2.60099, 6.36633, -1.72006], [-0.15676, 2.63355, 3.69700], [-5.06836, -0.34590, 2.81098], [2.07047, 3.33960, 3.90888], [-4.47679, 1.54207, 3.27875], [4.41617, 0.06017, -3.87818], [1.80565, 5.82239, 0.56323], [-3.22931, -1.32149, -3.61310], [-2.20829, -0.62333, -5.74592], [-2.50552, -1.70121, 1.80941], [-0.35377, -5.98088, -0.33430], [0.17504, 3.82109, -4.45960], [-5.07443, -0.75888, 0.47765], [-3.43223, -3.56648, -3.88378], [-0.64470, -4.22214, 1.42978], [-5.25906, -2.46999, -2.50203], [-1.81765, 3.07982, 3.33103], [-5.81237, -3.93701, -3.32403], [-1.49970, -7.32720, -0.36514], [3.81381, 2.89467, 2.17967], [1.98050, -4.00034, 4.12085], [-0.07879, -3.12314, 5.23479], [-1.84870, -0.58106, 4.36861], [0.48894, 5.64074, -0.58712], [-0.65545, 2.84838, 2.02147], [0.99847, -4.75739, 2.87460], [-3.59416, -0.85371, -0.46754], [-2.87503, 3.83580, -4.76173], [7.40786, -1.35909, 2.47394], [-5.43566, -3.97565, -1.59734], [0.57102, -2.70381, -1.60910], [3.29310, 1.69180, -2.79339], [-2.83437, 0.88751, 4.54508], [-4.26935, 0.39169, -4.69687], [3.31104, 4.59834, 3.94577], [-5.32260, 2.75734, 2.33209], [1.74558, 4.92120, 3.19023], [-3.80064, -1.01334, 3.85107], [-3.39055, -5.73417, -0.69327], [-2.51945, -5.37183, 0.79106], [6.11940, -3.13923, 1.38343], [4.90008, -1.31959, 4.54436], [-4.24513, -2.30033, 0.30039], [-1.99327, 4.59307, -3.44009], [2.69480, 1.02113, 2.67876], [2.65932, -0.26568, 4.55014], [2.95971, 1.71675, -1.06461], [4.47008, -0.85969, 2.88905], [-0.74572, 4.84741, -5.57026], [2.09269, 4.77588, -2.30668], [-0.72837, 3.09414, -5.79393], [-1.80262, 0.95059, -6.43007], [7.68109, 0.86724, 1.39531], [-0.13707, -4.88402, 5.08901], [-1.15681, 0.87004, 5.07891], [-1.08013, -3.87093, 3.98584], [-0.44928, 4.11383, -1.90823], [1.64517, 1.98488, -2.20962], [-1.23984, -6.35108, -1.81709], [-3.75599, 3.12887, 3.03415], [-4.16182, 3.62858, 0.09735], [-3.82297, 1.95533, -5.36058], [-4.73885, -2.06924, 2.80938], [-4.43409, 1.30829, 0.68529], [3.41615, 4.90748, -1.14379], [-2.60084, 3.73130, 0.91708], [2.52445, -1.96399, 4.98492]],
  "atomic_forces_ev_per_a": [[-0.542, 1.005, 0.241], [0.915, -1.215, -0.172], [-0.635, -0.406, 0.680], [-0.053, -0.103, 0.035], [0.023, 0.116, -0.206], [-0.044, -0.036, 0.014], [0.017, -0.009, 0.020], [0.047, -0.144, 0.153], [-0.160, 0.000, -0.005], [0.207, -0.034, -0.078], [0.012, -0.050, 0.019], [0.032, -0.044, 0.013], [0.213, -0.143, -0.037], [0.067, -0.046, 0.015], [-0.050, -0.042, -0.071], [-0.102, -0.015, -0.030], [0.138, -0.014, -0.226], [-0.212, 0.045, 0.107], [-0.031, -0.026, 0.006], [0.232, 0.016, -0.122], [-0.160, 0.042, -0.055], [0.006, 0.012, -0.018], [0.082, -0.055, -0.038], [-0.226, 0.423, 0.057], [-0.066, 0.065, 0.070], [0.016, 0.069, -0.054], [-0.076, 0.025, 0.010], [0.009, -0.019, -0.028], [-0.099, 0.024, 0.063], [0.080, -0.030, -0.045], [0.065, 0.041, -0.051], [0.002, 0.026, 0.013], [0.134, 0.009, 0.053], [0.271, 0.238, -0.474], [0.025, 0.033, -0.026], [-0.105, 0.009, 0.062], [0.010, -0.136, 0.053], [-0.020, -0.091, 0.004], [0.060, -0.014, -0.004], [0.030, 0.017, 0.031], [0.101, -0.014, -0.051], [-0.047, -0.074, 0.054], [0.056, -0.058, -0.074], [0.171, -0.013, -0.050], [0.264, -0.010, -0.148], [-0.117, 0.106, 0.166], [0.164, -0.015, -0.056], [-0.109, 0.062, 0.051], [-0.060, -0.066, -0.030], [-0.079, 0.091, 0.109], [-0.073, 0.049, -0.033], [0.051, -0.025, -0.127], [-0.029, 0.131, 0.000], [0.063, 0.149, 0.039], [-0.076, 0.037, 0.108], [0.043, 0.003, -0.063], [0.126, -0.046, -0.139], [0.002, -0.011, 0.069], [-0.227, 0.126, 0.064], [0.014, 0.053, -0.003], [-0.084, 0.053, 0.032], [-0.111, -0.011, 0.031], [0.157, -0.150, -0.131], [0.051, -0.007, -0.028], [0.040, -0.094, -0.008], [0.212, -0.090, -0.012], [-0.157, 0.138, 0.152], [-0.012, 0.004, 0.031], [-0.091, 0.046, 0.018], [-0.014, 0.021, 0.003], [0.064, -0.051, -0.020], [-0.008, -0.022, 0.021], [0.034, 0.003, -0.076], [-0.061, -0.042, -0.011], [0.019, 0.022, -0.033], [0.024, -0.020, -0.004], [0.011, -0.022, -0.042], [0.003, -0.009, 0.004], [-0.029, -0.051, 0.004], [-0.016, 0.022, 0.011], [-0.040, 0.052, 0.030], [0.019, -0.021, -0.047], [-0.069, 0.027, 0.012], [0.015, -0.044, 0.016], [0.013, -0.001, -0.028], [-0.027, -0.019, 0.008], [0.013, -0.013, -0.030], [0.011, -0.007, -0.034], [0.003, -0.020, 0.034], [0.032, -0.062, -0.018], [-0.046, 0.013, -0.003], [-0.013, -0.010, 0.006], [0.038, 0.000, 0.038], [-0.030, 0.021, 0.031], [0.029, -0.004, -0.017], [0.060, 0.037, -0.073], [0.041, -0.060, -0.065], [-0.022, -0.002, -0.007], [-0.043, 0.004, 0.028], [-0.010, 0.055, 0.080], [-0.028, 0.087, 0.059], [0.087, -0.014, 0.006], [-0.123, 0.059, -0.022], [-0.047, 0.055, 0.067], [0.002, 0.004, -0.012], [-0.007, 0.025, 0.000], [0.111, 0.016, -0.024], [-0.014, 0.000, -0.004], [0.022, -0.008, 0.056], [-0.047, 0.054, -0.005], [-0.026, -0.011, 0.022], [0.011, 0.017, -0.026], [-0.013, -0.020, 0.018], [-0.058, 0.016, 0.012], [-0.032, 0.006, 0.068], [-0.092, -0.017, -0.005], [0.009, -0.004, -0.015], [0.027, -0.006, -0.034], [0.001, 0.003, -0.012], [-0.106, 0.013, -0.016], [-0.026, 0.055, -0.008], [-0.043, -0.030, 0.073], [0.022, 0.017, -0.029], [0.022, -0.020, -0.008], [0.037, -0.015, -0.002], [0.025, 0.000, 0.000], [0.037, -0.001, 0.009], [0.011, -0.021, -0.001], [-0.012, -0.018, 0.014], [-0.035, 0.011, 0.005], [0.003, 0.001, -0.006], [-0.006, 0.010, 0.024], [-0.008, 0.000, 0.022], [0.022, 0.001, -0.087], [0.026, -0.004, 0.005], [-0.018, 0.006, -0.028], [0.004, 0.031, 0.057], [-0.065, -0.004, 0.040], [-0.012, 0.007, -0.014], [0.012, -0.046, 0.014], [-0.003, -0.008, -0.023], [0.018, -0.021, -0.007], [-0.044, 0.070, 0.051]]
}

=====

No. 2
{
  "formula": "C25H30Co2N2O6P",
  "method": "ωB97M-V/def2-TZVPD",
  "homo_energy_ev": -2.330,
  "gap_ev": 4.818,
  "lumo_energy_ev": 2.49,
  "e_above_lowest_kj_mol": 63.4,
  "charge": -1,
  "max_force_ev_per_a": 4.83,
  "elements": ["Co", "Co", "P", "O", "O", "O", "O", "O", "O", "N", "N", "C", "C", "C", "C", "C", "C", "C", "C", "C", "C", "C", "C", "C", "C", "C", "C", "C", "C", "C", "C", "C", "C", "C", "C", "C", "H", "H", "H", "H", "H", "H", "H", "H", "H", "H", "H", "H", "H", "H", "H", "H", "H", "H", "H", "H", "H", "H", "H", "H", "H", "H", "H", "H", "H", "H"],
  "coordinates": [[4.62901, 7.13986, 3.33123], [5.38728, 6.25570, 5.59077], [1.71230, 2.62811, 1.77647], [6.92569, 4.09478, 6.76780], [6.78032, 8.57472, 6.69812], [5.97891, 9.63189, 3.98703], [2.10983, 7.62891, 4.73145], [2.97790, 6.00640, 7.21823], [3.85679, 8.03162, 0.62321], [1.07478, 3.67144, 0.65163], [2.45770, 1.68852, 0.62651], [4.16271, 7.63484, 1.68613], [5.48736, 8.60304, 3.76745], [3.14837, 7.31993, 4.29086], [4.28802, 4.21252, 2.48371], [4.70320, 5.41388, 3.06787], [5.89305, 5.91793, 3.66437], [7.71174, 4.48916, 2.60086], [0.29147, 4.83598, 1.06427], [2.73560, 2.44729, -0.57556], [-0.23807, 5.51593, -0.17669], [1.87130, 3.70233, -0.55265], [1.10298, 5.84206, 1.87084], [9.64260, 6.22572, 3.67944], [-0.84728, 4.31053, 1.94696], [4.51981, 0.84841, 1.70235], [2.38961, -0.42520, 1.81365], [9.07671, 4.24137, 2.39439], [8.27859, 6.46376, 3.90846], [6.30019, 4.95932, 6.32274], [3.90030, 6.12888, 6.52818], [10.02938, 5.08593, 2.96874], [3.62721, -0.20373, -0.34999], [3.25086, 0.49505, 0.93664], [7.30436, 5.58749, 3.39761], [6.21580, 7.68097, 6.21070], [2.86362, 3.73646, 2.44490], [4.31130, 1.26246, 2.69330], [1.95703, 6.19785, 1.29425], [10.37313, 6.94636, 4.07788], [2.50413, 4.60241, -0.65303], [9.38086, 3.37481, 1.79845], [2.75468, -0.43327, -0.96193], [4.62259, 4.09045, 1.31561], [4.09894, -1.15410, -0.10118], [2.47582, 1.82876, -1.44398], [4.34623, 0.36814, -0.93737], [0.47780, 6.70718, 2.14095], [7.93945, 7.34687, 4.47838], [4.33717, 3.36795, 3.20350], [2.93927, -1.36196, 2.00561], [-1.42475, 3.55509, 1.39610], [3.80287, 2.72424, -0.67677], [-0.94175, 6.29136, 0.12334], [1.19214, 3.69446, -1.40914], [11.09603, 4.84767, 2.88365], [-1.52361, 5.13910, 2.20776], [-0.48375, 3.82883, 2.87070], [1.45787, -0.68370, 1.28860], [5.09380, 1.59999, 1.15766], [0.55490, 5.99833, -0.75224], [6.95251, 3.84911, 2.15247], [5.15055, -0.04249, 1.81664], [2.10516, 0.03383, 2.77632], [-0.77817, 4.81628, -0.81606], [1.53464, 5.41649, 2.78291]],
  "atomic_forces_ev_per_a": [[-1.707, 4.255, -1.095], [-0.544, 0.886, -0.038], [-0.364, 0.206, 3.656], [-0.496, 0.952, -0.045], [-0.816, -1.312, -0.545], [-0.735, -2.067, -0.366], [2.266, -0.785, -0.817], [0.973, 0.262, -0.627], [0.987, -1.399, 3.028], [-0.340, 0.291, -0.898], [0.589, -0.011, -0.780], [-0.973, 1.366, -2.543], [1.165, 3.323, 0.176], [-3.016, 1.038, 0.804], [1.225, 0.816, -1.568], [2.984, -3.722, -0.744], [-0.322, -3.290, 1.835], [0.261, 0.543, 0.351], [0.147, -0.521, 0.465], [0.656, -0.262, -0.623], [-0.525, 0.277, -0.148], [-0.082, 0.587, -0.557], [0.336, 0.362, 0.203], [-0.712, 0.162, 0.275], [-0.528, 0.031, -0.069], [0.441, -0.008, 0.050], [-0.178, -0.478, -0.035], [-0.416, 0.127, 0.311], [0.504, -0.033, -0.300], [0.326, -1.254, -0.712], [-1.381, -0.844, 1.047], [0.412, -0.028, -0.052], [0.098, -0.539, -0.177], [-0.517, 0.322, 0.654], [0.196, -0.009, -0.764], [1.380, 1.792, 1.056], [-0.929, -1.063, -1.135], [-0.084, -0.144, -0.153], [-0.050, 0.085, -0.120], [-0.253, -0.550, -0.212], [-0.089, -0.125, 0.159], [-0.034, 0.314, 0.257], [-0.063, 0.098, -0.031], [-1.787, 0.062, 2.843], [0.080, -0.064, 0.004], [0.137, 0.172, -0.009], [-0.072, 0.056, -0.022], [0.208, -0.212, -0.035], [0.363, -0.643, -0.402], [1.372, 0.062, -0.851], [-0.145, 0.297, 0.055], [0.105, 0.151, 0.098], [-0.242, -0.084, 0.032], [-0.040, 0.124, -0.011], [0.129, 0.085, -0.166], [-0.405, 0.141, -0.152], [0.193, -0.213, 0.054], [-0.058, 0.330, -0.389], [0.222, 0.096, 0.113], [0.066, 0.007, -0.025], [-0.021, -0.090, 0.027], [0.169, 0.121, 0.177], [-0.064, 0.139, 0.062], [0.253, -0.120, -0.454], [0.032, -0.055, -0.040], [-0.287, -0.018, -0.083]]
}